The following is a DFT calculation (ωB97M-V with the def2-TZVPD basis set) of C36H99FLiN9O9 as an isolated structure.

Frontier orbital gap   9.261 eV
LUMO energy   0.52 eV

```
155
Properties=species:S:1:pos:R:3:forces:R:3
Li 0.64712 -1.06891 -1.32935 -0.4 0.4 0.4
F -0.15590 -0.14907 0.31969 0.3 -0.2 -0.5
C 0.42029 -1.02120 5.23222 0.0 -0.3 0.9
C 0.06612 -1.33950 3.77916 -0.4 0.2 1.9
C -1.36393 -0.98767 3.47181 -2.5 0.6 -0.4
O -2.29806 -1.36783 4.49047 -0.3 0.3 0.3
C -3.63161 -0.91775 4.22204 0.2 -0.6 0.8
N 1.03587 -0.67501 2.96407 -0.2 0.1 -1.4
H 0.31646 0.02660 5.51408 0.0 0.4 -0.6
H 1.46401 -1.28040 5.40986 0.1 -0.1 0.0
H -0.17340 -1.48218 6.02161 -0.1 -0.6 -0.4
H 0.12192 -2.40864 3.57444 0.3 -0.3 0.3
H -1.78959 -1.44707 2.57970 0.7 -0.4 -0.6
H -1.57981 0.06359 3.28116 0.8 0.7 0.1
H -4.22972 -1.30211 5.04825 0.0 -0.2 -0.1
H -4.05387 -1.27157 3.28150 0.2 -0.3 -0.2
H -3.81420 0.15657 4.24662 0.7 0.4 -0.1
H 1.21013 0.29721 3.17505 0.0 0.2 0.9
H 0.55757 -0.56311 2.08157 0.2 -0.1 -1.3
C 5.00194 1.39679 1.07021 1.1 0.3 1.4
C 3.58333 1.24493 1.61826 1.9 2.1 0.3
C 3.17750 2.51188 2.46232 -0.4 -1.1 -0.5
O 1.90668 2.23160 3.06218 -0.1 0.6 1.4
C 1.64857 2.84839 4.35999 0.4 -1.4 -0.7
N 2.79664 1.18681 0.46206 -2.1 0.0 -1.0
H 5.31327 0.48470 0.56103 0.0 0.1 -0.1
H 5.70801 1.58379 1.87929 0.2 -0.5 0.4
H 5.21159 2.28315 0.47145 -0.8 -0.1 -0.5
H 3.53949 0.33347 2.21443 -0.1 0.2 0.5
H 2.97182 3.39892 1.86320 0.6 0.0 -0.6
H 4.00303 2.73534 3.13808 -0.2 -0.1 0.6
H 1.66458 3.93797 4.38575 0.1 0.0 -0.3
H 2.35817 2.41133 5.06252 0.3 0.4 0.2
H 0.68331 2.47737 4.70456 -0.1 0.2 -0.3
H 3.06902 0.41530 -0.13011 0.1 -0.3 0.1
H 1.84629 1.00488 0.75159 -0.7 -0.3 -0.3
C -4.04895 2.90177 -2.44575 0.6 -0.1 0.1
C -2.63533 3.21819 -2.97500 0.3 0.7 0.2
C -2.03812 4.55367 -2.49708 -0.5 0.2 1.1
O -1.03091 5.01545 -3.37234 0.0 0.6 -0.7
C -0.43657 6.24139 -2.97729 0.4 0.0 0.8
N -1.64798 2.13472 -2.64488 -1.1 0.8 -1.1
H -4.07223 2.99615 -1.36009 0.0 -0.2 0.1
H -4.27209 1.87947 -2.75107 0.0 -0.1 0.3
H -4.88129 3.49386 -2.82618 0.4 0.4 -0.2
H -2.71301 3.38720 -4.04901 0.1 -0.6 -0.3
H -1.57157 4.47724 -1.51495 -0.1 -0.5 0.3
H -2.85551 5.25202 -2.31745 -0.2 0.6 -0.6
H -1.11148 7.08935 -2.86086 -0.5 -0.1 -0.5
H 0.40233 6.52875 -3.61115 -0.4 -0.3 -0.5
H 0.02215 6.19239 -1.98973 0.0 -0.5 0.4
H -1.40834 2.31362 -1.68017 0.1 -0.1 0.6
H -0.84755 2.49213 -3.14657 0.6 -0.3 -0.1
C -0.10528 -3.58729 0.05938 -0.4 -0.2 0.1
C 1.28453 -3.91806 -0.40285 -0.2 0.2 0.1
C 1.20948 -4.74654 -1.67379 1.0 -0.4 0.2
O 0.39840 -5.89971 -1.48324 0.8 0.6 -0.1
C 0.29859 -6.65349 -2.66985 -0.3 0.1 -0.3
N 2.09731 -2.69878 -0.64741 -1.0 -0.3 -0.5
H -0.09606 -2.77631 0.78763 -0.2 0.2 -0.2
H -0.51801 -4.47925 0.53073 -0.1 0.0 0.1
H -0.74217 -3.40273 -0.80573 -0.2 0.5 0.1
H 1.72401 -4.45405 0.43839 0.4 -0.5 -0.3
H 2.22460 -5.00910 -1.97160 0.5 -0.7 0.3
H 0.97153 -4.14379 -2.55024 -1.1 0.4 0.0
H -0.05488 -7.65582 -2.42803 -0.2 0.2 0.0
H 1.22982 -6.77244 -3.22373 0.5 0.1 0.3
H -0.36880 -6.12690 -3.35205 -0.4 -0.2 -0.2
H 2.95609 -3.01675 -1.07345 0.4 0.2 -0.1
H 2.35851 -2.36566 0.26960 0.3 0.2 0.4
C -0.17636 4.97053 1.35874 -0.1 -1.2 -0.1
C -0.85286 3.57013 1.48525 1.2 0.9 1.6
C -2.27322 3.74850 1.88966 -0.9 1.9 0.3
O -2.48366 4.56516 3.12308 0.4 -1.3 -1.6
C -2.03885 3.92438 4.31002 -0.6 0.5 -0.5
N -0.70389 2.83930 0.25069 -0.1 0.0 -0.1
H -0.54363 5.44696 0.44977 -0.3 0.2 0.1
H 0.89169 4.84630 1.18004 0.2 0.0 0.3
H -0.36542 5.56662 2.25151 0.1 0.1 -0.2
H -0.40587 3.00812 2.30528 0.7 0.0 0.2
H -2.82466 2.80855 1.91222 -0.1 -0.1 0.3
H -2.63118 4.39698 1.09002 -0.9 -0.1 0.1
H -2.48132 2.93031 4.37444 0.3 -0.3 0.1
H -2.45367 4.51477 5.12700 0.2 0.0 0.1
H -0.95010 3.92083 4.36201 0.0 -0.2 0.2
H 0.29200 2.85877 0.08360 0.3 -0.1 -0.4
H -0.86579 1.86039 0.43941 -0.1 -0.7 0.0
C -4.68876 0.39320 0.69161 -1.2 1.0 -0.1
C -4.21289 -0.65735 -0.25240 -1.7 -0.2 -0.6
C -5.21095 -1.00208 -1.40473 -1.3 -0.7 1.4
O -6.54736 -1.08632 -0.82326 -1.0 -0.9 -1.8
C -7.60928 -1.63290 -1.74187 1.9 0.9 0.2
N -3.02202 -0.25441 -0.89643 1.6 -0.1 -0.1
H -3.96728 0.56139 1.49116 -0.1 -0.1 0.1
H -5.70046 0.19677 1.04652 0.2 -0.2 0.5
H -4.80010 1.32257 0.13305 0.1 0.3 0.0
H -4.07430 -1.53381 0.38062 0.3 -0.5 -0.5
H -4.91445 -1.96220 -1.82705 0.0 -0.3 0.0
H -5.22310 -0.32449 -2.25844 0.2 0.6 0.2
H -8.59446 -1.41782 -1.32805 0.3 -0.3 0.3
H -7.43976 -2.67313 -2.01987 -0.1 -0.4 0.8
H -7.57778 -1.18519 -2.73517 0.2 0.8 0.0
H -2.29496 -0.13826 -0.20507 0.8 -0.3 0.2
H -3.10029 0.68229 -1.26598 -0.3 0.1 -0.4
C -1.98828 -3.07851 -3.72208 0.7 0.1 -0.2
C -1.56097 -1.61870 -3.95775 -0.4 0.5 0.1
C -2.71596 -0.70336 -4.41658 0.2 -1.4 0.4
O -3.31460 -1.21715 -5.62869 0.4 0.6 0.7
C -4.00612 -0.17452 -6.29907 0.2 -0.2 0.4
N -0.89711 -1.01071 -2.75641 -0.4 -1.2 -0.7
H -2.41177 -3.51055 -4.62877 0.3 0.1 -0.2
H -2.71576 -3.32542 -2.94884 -0.1 0.8 0.3
H -1.07527 -3.60253 -3.43940 0.0 -0.3 -0.1
H -0.84119 -1.57671 -4.77523 0.2 -0.4 -0.1
H -2.28426 0.29708 -4.44602 -0.3 0.3 -0.7
H -3.44666 -0.71842 -3.60791 -0.4 0.2 0.0
H -4.58866 0.38943 -5.57057 -0.1 0.3 0.0
H -4.71413 -0.56335 -7.03093 0.3 -0.3 -0.1
H -3.25002 0.46068 -6.76052 -0.3 0.4 -0.3
H -1.60776 -1.07846 -2.04193 -0.4 -0.1 0.6
H -0.88390 -0.00922 -2.88657 0.2 0.4 -0.2
C 2.37803 -0.62743 -4.13505 0.3 -0.3 0.4
C 2.77384 -0.05092 -2.74534 0.8 -0.1 -0.9
C 4.03446 0.83360 -2.79664 0.4 -0.5 0.3
O 5.17970 0.14114 -3.29260 0.5 0.2 0.0
C 6.36610 0.96107 -3.31342 -1.0 0.4 -0.1
N 1.65599 0.71089 -2.25211 -1.2 1.0 -0.2
H 3.19188 -1.18636 -4.59694 0.2 0.3 0.1
H 2.06271 0.16153 -4.81786 0.2 0.2 0.0
H 1.54762 -1.33292 -4.10687 -0.2 0.1 0.5
H 2.93680 -0.84185 -2.01324 0.3 -0.3 -0.3
H 4.22691 1.15074 -1.77171 0.1 0.2 0.2
H 3.82422 1.74726 -3.35262 0.0 0.1 -0.5
H 7.29372 0.40666 -3.45572 -0.4 -0.5 0.1
H 6.44386 1.56387 -2.40860 0.0 -0.2 0.4
H 6.29213 1.69215 -4.11849 0.0 0.0 -0.3
H 1.78310 1.29975 -1.44143 0.8 -0.5 0.7
H 1.47469 1.44971 -2.91647 -0.5 -0.1 -0.7
C 3.49863 -4.79335 2.89595 0.9 0.2 -0.4
C 3.74520 -3.35173 3.38782 -1.7 -1.8 -0.1
C 5.17883 -3.12071 3.82428 0.3 0.3 -0.1
O 5.47548 -1.75681 4.20539 -1.2 -1.2 0.9
C 4.99379 -1.46092 5.53434 0.5 1.5 -0.2
N 3.31513 -2.41421 2.35582 1.2 0.6 0.6
H 3.91948 -5.53503 3.57485 -0.3 -0.1 0.1
H 3.99649 -4.92155 1.93481 0.3 0.0 -0.1
H 2.45911 -5.00859 2.64860 -0.2 0.2 0.5
H 3.05071 -3.23810 4.22020 0.2 0.1 0.7
H 5.83136 -3.36115 2.98495 0.1 0.2 -0.1
H 5.43153 -3.79349 4.64381 0.0 -0.1 0.1
H 4.89469 -0.37544 5.53576 0.0 0.1 0.1
H 5.70538 -1.67575 6.33157 0.4 -0.4 -0.2
H 4.03062 -1.82162 5.89531 -0.2 -0.6 -0.8
H 3.78947 -1.64400 2.80514 0.7 1.3 -1.0
H 2.41202 -2.04087 2.61099 -1.1 -0.3 -0.2
```
Positions in Å, forces in eV/Å.

The following is a DFT calculation (ωB97M-V with the def2-TZVPD basis set) of a 2-piece molecular cluster, C5H11Br2P overall.

Structure (SMILES)   [H]/P=C(/Br)CCCC.Br
Frontier orbital gap   8.804 eV
LUMO energy   -0.15 eV

```
19
Properties=species:S:1:pos:R:3:forces:R:3
H -0.98124 1.66278 -3.00993 -0.1 1.1 0.2
P -1.24277 0.33832 -3.28086 -0.4 -1.0 0.2
C -1.69763 -0.03120 -1.70823 1.2 0.4 1.7
Br -1.67918 -1.83149 -1.14168 -0.6 -1.2 -0.9
C -1.68257 0.74453 -0.35322 0.5 -1.8 0.0
C -0.21863 1.06593 0.13345 -2.9 -3.2 1.8
C 0.21639 0.03350 1.18280 -0.2 -1.4 -0.7
C 1.70764 0.19507 1.41594 1.3 -0.2 -0.9
H -2.17781 1.63615 -0.46557 -1.4 2.2 -0.4
H -2.28134 0.10971 0.38827 1.0 1.1 -0.8
H 0.38665 0.96957 -0.67671 1.9 0.2 -2.3
H -0.12130 1.95660 0.64349 -0.1 2.5 0.4
H 0.02318 -1.01404 0.73599 0.3 1.6 1.0
H -0.41651 0.18256 2.06225 0.2 -0.3 0.1
H 2.07248 0.31999 0.35809 0.4 0.0 1.1
H 2.26462 -0.66630 1.82011 -0.6 0.0 -0.1
H 2.08406 1.03130 2.03199 -0.7 0.0 -0.4
Br 1.94226 -2.93029 -0.65308 0.0 -0.5 0.6
H 1.80170 -3.77270 0.51691 0.1 0.4 -0.6
```
Positions in Å, forces in eV/Å.